Entry 1:
One molecule with the formula C4H5FOS at a distorted geometry, computed with wB97M-V/def2-TZVPD.

Structure (XYZ):
```
12
Properties=species:S:1:pos:R:3:forces:R:3:mulliken_charge:R:1
C 2.2366 -0.2130 0.8010 -0.613 -0.172 -1.157 -0.781
S 1.0571 -0.9731 -0.4659 0.687 0.013 0.538 -0.085
C -0.4565 -0.1065 -0.1805 0.423 -0.187 0.974 0.049
C -0.3951 1.3793 -0.0718 -0.940 -0.698 -1.113 -0.031
O 0.5941 2.0173 -0.2718 0.821 0.475 0.171 -0.474
C -1.5740 -0.8055 0.0395 -0.657 0.934 0.216 -0.091
F -2.7559 -0.2147 0.3438 0.424 0.321 -0.286 -0.231
H 3.1955 -0.7034 0.5915 -0.327 0.143 0.171 0.297
H 1.9321 -0.3190 1.8333 -0.183 -0.430 0.095 0.288
H 2.2664 0.8396 0.5561 0.328 0.055 -0.012 0.278
H -1.3554 1.8736 0.0186 -0.576 0.241 0.503 0.369
H -1.7671 -1.8529 0.0054 0.612 -0.694 -0.101 0.411
```
Positions in Å, forces in eV/Å.

LUMO, eV: -0.02
ΔE to the lowest compared entry with this formula, charge and spin, eV: 0.794
Calculated total energy, eV: -19827.7917
SMILES string: CS/C(C=O)=C/F

Entry 2:
C20H26N4O4 as an isolated structure at a distorted geometry, computed with wB97M-V/def2-TZVPD.

Structure (XYZ):
```
54
Properties=species:S:1:pos:R:3:forces:R:3:mulliken_charge:R:1
C -6.1945 -0.6133 -1.6341 2.301 -0.155 -4.170 -0.756
H -6.0040 0.2333 -2.3989 -1.258 -0.817 1.004 0.321
O -5.6588 -0.1980 -0.4454 -7.020 -1.575 1.523 -0.416
C -4.4683 0.0614 -0.2677 7.003 -0.492 -2.063 1.030
C -3.5572 0.0226 -1.3964 0.126 1.757 11.353 -1.546
C -2.3441 0.5144 -0.8485 0.745 -0.941 0.128 0.058
C -1.2151 0.6541 -1.5196 3.381 0.576 -11.896 0.208
C -0.1490 1.1910 -0.9574 -0.114 -1.224 3.084 -0.574
N -0.6695 1.2732 0.3774 12.914 3.322 2.303 0.262
C 0.2901 1.5550 1.4744 -4.468 1.674 1.950 0.623
N 1.4237 2.0514 1.2673 1.203 -1.970 -2.667 -0.774
N 1.8909 1.8737 -0.0981 2.400 0.018 2.556 0.495
C 1.2916 1.2500 -1.2199 -7.203 3.249 11.823 0.565
O 1.8119 1.4330 -2.1756 5.934 -0.444 -12.502 -0.542
C 3.4198 1.9660 -0.2068 -4.154 -7.578 17.323 -1.826
H 3.5855 2.4783 -0.8817 3.710 8.374 -11.984 0.802
H 3.7667 2.4007 0.8447 -1.000 0.108 -2.440 0.351
C 4.0982 0.5586 0.0331 -3.671 7.616 -4.971 0.973
O 4.8312 0.3128 0.8642 4.171 -2.182 7.017 -0.565
N 3.9671 -0.0177 -1.0847 -2.979 -2.285 -6.985 -0.026
H 3.3537 0.3350 -2.0107 1.997 -0.525 3.938 0.390
C 4.1272 -1.3895 -1.1434 6.770 -2.670 -1.721 -0.929
C 2.9227 -2.1512 -1.2293 0.119 -2.840 -0.783 -0.564
H 2.2022 -1.8253 -1.8868 -1.461 1.745 -1.909 0.304
H 3.1154 -3.1463 -1.7430 -0.042 0.539 1.556 0.314
C 2.2968 -2.1266 0.0486 -4.553 -0.435 3.584 -0.147
O 0.9157 -2.8350 -0.0896 1.089 3.869 1.167 -0.503
C 0.0568 -2.1881 0.9426 -2.368 -14.738 0.167 2.285
C -1.4669 -2.6868 0.5787 10.142 3.278 -6.520 -2.179
H -1.5317 -2.1548 -0.3900 -0.569 0.102 0.088 0.356
H -1.4738 -3.6048 0.2271 0.072 -4.856 -0.604 0.654
H -2.1608 -2.3696 1.0732 -7.593 3.183 6.230 0.706
C 0.3607 -3.1095 2.2626 -4.522 -0.316 -2.222 -1.478
H 1.2709 -2.9914 2.6355 4.123 0.880 1.709 0.590
H 0.3158 -4.2774 2.0122 -0.515 2.759 0.310 0.235
H -0.3960 -2.7627 3.0264 0.733 -0.893 -0.505 0.368
H 0.1293 -1.2667 1.0391 1.000 8.494 0.735 -1.274
H 2.1689 -1.0753 0.6426 0.062 -1.824 -2.165 0.128
H 2.7520 -2.6593 0.8437 1.041 -0.927 0.443 0.384
H 4.6717 -1.5593 -2.1316 -0.174 -0.156 1.129 0.344
H 4.9499 -1.8421 -0.2871 -2.566 1.523 -2.246 0.308
C -0.3488 1.7746 3.1353 0.219 -8.557 -6.235 -1.454
H -1.0973 2.4026 3.0197 -3.523 2.917 0.031 0.407
H -0.6296 0.5984 3.2723 0.532 3.223 0.572 0.186
H 0.5326 2.0603 3.4348 4.288 1.619 2.848 0.578
C -1.7921 0.8327 0.4322 -13.655 -3.777 2.786 1.154
C -2.8278 0.6809 1.4895 1.344 1.251 0.526 -0.609
C -4.0434 0.2452 1.1302 -1.331 0.740 -2.679 -1.254
H -4.9205 0.3874 1.7341 0.039 -0.409 0.792 0.412
H -2.8280 1.0719 2.5289 0.805 -0.495 -0.788 0.236
H -0.9971 0.6889 -2.7906 -1.311 -0.848 3.481 0.054
H -3.7823 0.0251 -2.3266 -1.278 -0.227 -6.004 0.831
H -5.4938 -1.3973 -2.2256 -1.524 0.903 1.905 0.254
H -7.2269 -0.9749 -1.5255 0.590 0.439 -0.004 0.245
```
Positions in Å, forces in eV/Å.

LUMO, eV: 0.12
ΔE to the lowest compared entry with this formula, charge and spin, eV: 19.499
Calculated total energy, eV: -35295.7872

Entry 3:
A 2-piece molecular cluster, C19H11F6N2O2S overall at a distorted geometry, computed with wB97M-V/def2-TZVPD.

Structure (XYZ):
```
41
Properties=species:S:1:pos:R:3:forces:R:3:mulliken_charge:R:1
C 0.9234 -0.2086 2.4932 1.063 0.747 0.250 -0.156
C 1.9530 0.6802 2.6372 -1.044 -1.027 0.256 1.093
C 3.3179 0.2799 2.6109 2.855 -1.055 0.246 -0.276
N 4.4364 -0.0529 2.6901 -2.338 0.795 -0.078 -0.589
C 1.7441 2.0159 3.0958 -0.450 2.992 0.779 -0.173
N 1.5962 3.1119 3.4877 0.375 -2.570 -0.874 -0.572
C -0.4675 0.1891 2.6264 -1.400 0.319 -0.179 0.470
C -0.9336 1.4056 2.0708 0.164 -0.435 0.219 -0.068
C -2.2674 1.7838 2.2133 -0.049 -0.243 0.214 -0.757
C -3.1606 0.9744 2.9303 0.492 -0.144 -0.043 -0.359
C -2.7112 -0.2377 3.4826 -0.108 0.320 -0.205 -0.507
C -1.3940 -0.6448 3.2980 0.558 0.315 -0.140 -0.407
H 1.1557 -1.2630 2.3426 0.053 0.311 -0.143 0.506
H -0.2310 2.0356 1.5179 -0.366 -0.250 0.133 0.355
H -2.6057 2.7230 1.7720 0.070 -0.306 0.123 0.371
H -4.2009 1.2838 3.0506 0.330 -0.120 -0.017 0.364
H -3.3990 -0.8615 4.0560 0.192 0.140 -0.227 0.354
H -1.0304 -1.5927 3.7088 -0.245 0.312 -0.128 0.378
F 5.0419 1.5058 -0.5056 -0.714 0.351 -0.165 -0.228
C 3.7534 1.7731 -0.7919 -0.161 -0.074 0.049 0.563
F 3.1917 2.4062 0.2711 0.434 -0.186 -0.600 -0.206
F 3.6959 2.5990 -1.8579 0.182 -0.356 0.726 -0.222
S 2.8698 0.1569 -1.1338 -2.103 0.653 -0.605 0.840
C 1.2620 0.6676 -1.4888 0.904 0.239 0.136 -0.418
C 0.3096 -0.1982 -2.0631 0.098 0.033 -0.053 1.031
C 0.5402 -1.5687 -2.4055 -0.064 0.027 -0.041 -0.622
C -0.4819 -2.3535 -2.9102 0.043 0.457 0.155 -0.911
C -1.7517 -1.8005 -3.0950 -0.929 -0.675 -0.278 0.294
C -2.8843 -2.6385 -3.6123 0.636 0.384 0.311 0.885
F -4.1054 -2.1675 -3.2060 0.549 -0.467 -0.470 -0.284
F -2.9087 -2.6675 -4.9850 -0.398 -0.297 0.567 -0.267
F -2.7972 -3.9340 -3.1891 -0.277 0.475 -0.461 -0.281
C -2.0020 -0.4576 -2.8291 0.517 0.359 0.293 -0.612
C -0.9908 0.3298 -2.3215 0.021 -0.175 -0.051 -1.022
O 3.5420 -0.3782 -2.2988 0.323 -0.274 0.605 -0.663
O 2.9035 -0.5544 0.1281 0.801 -0.291 -0.398 -0.551
H 0.9989 1.6973 -1.2484 0.270 -0.287 0.038 0.320
H 1.5355 -1.9941 -2.2723 -0.302 0.101 -0.020 0.333
H -0.3090 -3.3978 -3.1639 0.010 0.194 0.104 0.339
H -2.9835 -0.0295 -3.0098 0.099 -0.107 0.042 0.356
H -1.1552 1.3823 -2.0953 -0.092 -0.186 -0.070 0.298
```
Positions in Å, forces in eV/Å.

LUMO, eV: 1.50
Total charge: -1
Calculated total energy, eV: -54096.9825